[1]
ORCA calculation (ωB97M-V with the def2-TZVPD basis set) on a molecular structure, C31H35AsFeN3O2.

**DFT total energy**: -5016.53454 Eh
**Max |F|**: 0.7 eV Å⁻¹
**Spin multiplicity**: 2

```
73
Properties=species:S:1:pos:R:3:mulliken_charge:R:1
Fe 0.8270 -0.7564 0.5203 -0.849
O 1.3773 1.0038 1.1199 0.283
C 2.5358 1.4931 1.4272 -0.062
C 2.6295 2.8526 1.8049 -1.056
C 3.8402 3.4140 2.1293 -0.572
C 5.0285 2.6710 2.1004 -0.879
C 4.9629 1.3471 1.7471 -0.732
C 3.7382 0.7414 1.4163 1.024
C 3.7404 -0.6414 1.0589 -0.239
N 2.7205 -1.3595 0.7539 0.320
C 2.9690 -2.7879 0.5035 -1.051
C 1.7879 -3.3253 -0.2951 -0.767
N 0.6471 -2.7297 0.4037 0.785
C -0.2620 -3.4806 0.8926 -0.365
C -1.2206 -3.0507 1.8723 0.618
C -2.2085 -3.9559 2.2930 -0.528
C -3.0521 -3.6638 3.3361 -0.852
C -2.8849 -2.4443 4.0040 -0.499
C -1.9154 -1.5458 3.6328 -0.729
C -1.0531 -1.8018 2.5382 0.232
O -0.1893 -0.9015 2.1964 -0.379
H 1.7256 3.4472 1.8404 0.326
H 3.8720 4.4593 2.4128 0.441
H 5.9726 3.1325 2.3525 0.391
H 5.8628 0.7426 1.7162 0.375
H 4.7190 -1.1276 1.0674 0.283
H 2.9807 -3.2963 1.4723 0.290
H 3.9314 -2.9391 0.0128 0.628
H 1.7474 -4.4163 -0.2613 0.548
H 1.8201 -2.9862 -1.3265 0.081
H -0.2650 -4.5420 0.6345 0.229
H -2.2874 -4.9076 1.7784 0.371
H -3.8124 -4.3649 3.6494 0.405
H -3.5311 -2.2028 4.8396 0.399
H -1.7890 -0.6094 4.1606 0.454
C -1.0834 -2.3353 -1.8470 -1.271
C 0.0853 -1.5112 -2.2947 0.168
C 0.4719 -1.3797 -3.6134 -0.983
C 1.6039 -0.5472 -3.6287 -1.246
C 1.8611 -0.1957 -2.3171 -0.125
C 2.9178 0.7690 -1.8942 -1.483
N 0.9507 -0.8011 -1.4871 2.514
H -1.9181 -2.1966 -2.5374 0.459
H -1.4353 -2.0871 -0.8495 -0.096
H -0.8556 -3.4078 -1.8391 0.195
H -0.0284 -1.8292 -4.4580 0.555
H 2.1545 -0.1986 -4.4886 0.505
H 3.1050 1.4662 -2.7123 0.514
H 3.8732 0.2936 -1.6544 0.243
H 2.6183 1.3645 -1.0394 0.083
C -2.9293 -0.1280 -0.0402 -1.471
As -1.1251 0.6134 0.0343 1.634
C -1.4402 1.9472 1.3999 -1.049
C -0.9424 1.6585 -1.6130 -0.860
C -2.1236 2.5312 -1.8923 -0.032
C -3.1991 2.0459 -2.6341 -0.273
C -4.3168 2.8329 -2.8660 -0.683
C -4.3787 4.1233 -2.3590 -0.471
C -3.3102 4.6212 -1.6271 -0.740
C -2.1932 3.8317 -1.3978 -0.162
H -3.6310 0.6994 -0.1525 0.600
H -3.1183 -0.6423 0.9025 0.335
H -3.0590 -0.8161 -0.8710 0.312
H -2.3591 2.4821 1.1597 0.525
H -0.5975 2.6319 1.4386 0.061
H -1.5358 1.4288 2.3505 0.336
H -0.7483 0.9444 -2.4150 0.439
H -0.0322 2.2443 -1.4671 0.543
H -3.1521 1.0412 -3.0394 0.409
H -5.1400 2.4390 -3.4485 0.403
H -5.2504 4.7386 -2.5389 0.382
H -3.3440 5.6307 -1.2376 0.391
H -1.3597 4.2294 -0.8298 0.416
```

[2]
ORCA calculation (ωB97M-V with the def2-TZVPD basis set) on a molecular structure, C31H35AsN3OPPtS2.

**Max |F|**: 2.0 eV Å⁻¹
**ΔE to the lowest compared entry with this formula, charge and spin**: 2.467 eV

```
75
Properties=species:S:1:pos:R:3:mulliken_charge:R:1
Pt -0.0410 0.6395 -0.5193 1.540
S -1.9279 -0.6894 0.4307 -0.269
C -2.3179 0.0467 1.9612 1.155
C -3.6038 -0.1759 2.4619 -0.828
C -3.9685 0.3091 3.6988 -0.632
C -3.0625 1.0363 4.4549 -0.870
C -1.7923 1.2750 3.9598 -0.231
C -1.3911 0.7780 2.7255 -0.685
As 0.3809 1.0970 1.9625 0.180
C 1.1271 -0.6985 2.1071 0.586
C 0.5286 -1.6787 2.8892 -0.208
C 1.0350 -2.9663 2.9073 -0.733
C 2.1431 -3.2880 2.1405 -0.615
C 2.7622 -2.3091 1.3805 -0.612
C 2.2599 -1.0196 1.3645 -0.382
C 1.2795 1.8971 3.5199 0.139
C 0.9206 3.1711 3.9486 -0.473
C 1.4725 3.7038 5.1009 -0.548
C 2.4098 2.9789 5.8195 -0.497
C 2.8071 1.7312 5.3711 -0.722
C 2.2459 1.1936 4.2258 -0.348
H -4.3007 -0.7428 1.8627 0.497
H -4.9613 0.1204 4.0782 0.363
H -3.3399 1.4062 5.4307 0.417
H -1.0906 1.8480 4.5526 0.421
H -0.3460 -1.4307 3.4837 0.448
H 0.5565 -3.7193 3.5183 0.393
H 2.5195 -4.3006 2.1354 0.398
H 3.6242 -2.5536 0.7767 0.419
H 2.7375 -0.2532 0.7615 0.395
H 0.1886 3.7345 3.3768 0.452
H 1.1717 4.6839 5.4420 0.396
H 2.8315 3.3882 6.7256 0.380
H 3.5525 1.1703 5.9159 0.406
H 2.5531 0.2121 3.8840 0.384
C 2.4338 2.6504 -2.0005 -0.772
O 2.2370 1.7135 -0.9704 -0.291
H 3.4935 2.9299 -2.0790 0.326
H 1.8592 3.5456 -1.7565 0.225
H 2.1106 2.2523 -2.9685 0.247
C -1.0409 3.6530 -2.7711 -1.529
P -1.2519 1.9639 -2.0579 1.316
C -3.0672 1.9980 -1.7600 -1.291
C -1.1120 0.8516 -3.4892 0.580
C -0.2881 1.1161 -4.5775 -0.515
C -0.1161 0.1665 -5.5696 -0.708
C -0.7756 -1.0486 -5.4931 -0.732
C -1.6003 -1.3160 -4.4120 -0.462
C -1.7541 -0.3832 -3.4060 -0.451
H -0.0099 3.8482 -3.0552 0.369
H -1.3347 4.3758 -2.0108 0.404
H -1.6863 3.7553 -3.6445 0.439
H -3.6041 2.1149 -2.7017 0.465
H -3.3015 2.8321 -1.1000 0.431
H -3.3788 1.0763 -1.2731 0.299
H 0.2278 2.0623 -4.6520 0.305
H 0.5399 0.3721 -6.4035 0.408
H -0.6375 -1.7899 -6.2671 0.403
H -2.1137 -2.2630 -4.3492 0.476
H -2.3571 -0.6170 -2.5405 0.077
C -1.2134 -4.8678 -3.0841 -0.988
C -0.3806 -4.6275 -1.8218 -0.667
C 0.3606 -3.3376 -1.8359 0.273
N -0.0812 -2.2464 -1.3435 -0.745
N 0.7524 -1.2159 -1.3887 0.479
C 1.9416 -1.4642 -1.9486 0.129
N 2.8656 -0.5860 -2.0525 -0.696
S 2.0077 -3.1908 -2.4695 -0.309
H -1.6461 -5.8660 -3.0570 0.424
H -0.6055 -4.7821 -3.9823 0.319
H -2.0257 -4.1482 -3.1348 0.155
H 0.3322 -5.4466 -1.6963 0.368
H -1.0503 -4.6096 -0.9584 0.241
H 2.5673 0.8255 -1.3179 0.170
H 3.7395 -0.8919 -2.4545 0.115
```

[3]
ORCA calculation (ωB97M-V with the def2-TZVPD basis set) on 2 unconnected molecules or ions with the total composition C31H35BO2S.

**Max |F|**: 3.4 eV Å⁻¹
**SMILES**: CC1(C)OB(C(c2ccccc2)c2ccccc2)OC1(C)C.Cc1ccc(-c2ccc(C)s2)cc1
**ΔE to the lowest compared entry with this formula, charge and spin**: 0.121 eV

```
70
Properties=species:S:1:pos:R:3:mulliken_charge:R:1
C -3.8856 3.8974 -0.2520 -1.477
C -2.6423 3.0829 -0.1751 1.023
C -2.2153 2.5166 1.0383 -0.709
C -0.9360 1.9791 1.1383 -0.354
C -0.0694 2.0993 0.0235 1.093
B 0.2900 -1.7112 -0.3691 0.730
C 1.3107 2.3903 0.1875 0.190
C 2.0001 2.5403 1.3867 -0.496
C 3.2791 3.1264 1.2271 -0.661
C 3.5773 3.4441 -0.0904 0.712
C 4.7346 4.2395 -0.5739 -1.238
S 2.3189 2.9336 -1.1503 -0.201
O 0.8028 -1.7323 0.9140 -0.520
C 2.1911 -2.0563 0.7671 1.610
C 2.9827 -1.1818 1.7231 -1.651
C 2.3400 -3.5138 1.2280 -2.033
C 2.4915 -1.8009 -0.7918 1.819
C 3.4042 -0.6174 -1.0561 -1.749
C 3.0374 -3.0322 -1.4952 -2.013
O 1.1991 -1.5232 -1.3667 -0.458
C -0.6372 2.3073 -1.2462 -0.741
C -1.8896 2.8667 -1.3333 -1.217
H -3.8129 4.5555 -1.1246 0.397
H -4.7944 3.2852 -0.3464 0.222
H -3.9678 4.5171 0.6490 0.393
H -2.8650 2.5909 1.9142 0.367
H -0.5550 1.6093 2.0940 0.322
H 1.5296 2.2816 2.3363 0.449
H 3.9711 3.3477 2.0375 0.361
H 5.2735 4.6169 0.3020 0.372
H 5.4306 3.6475 -1.1870 0.264
H 4.3977 5.0924 -1.1830 0.291
H 4.0431 -1.4458 1.6251 0.391
H 2.8395 -0.1088 1.5362 0.085
H 2.6590 -1.3871 2.7540 0.481
H 3.4040 -3.8045 1.2641 0.425
H 1.9345 -3.6126 2.2387 0.445
H 1.8263 -4.2274 0.5672 0.305
H 4.4053 -0.8432 -0.6630 0.385
H 3.4881 -0.4585 -2.1353 0.577
H 3.0299 0.3119 -0.6089 -0.180
H 4.0141 -3.3165 -1.0910 0.397
H 2.3550 -3.8875 -1.4059 0.307
H 3.1787 -2.7987 -2.5554 0.466
H -0.0346 2.1414 -2.1366 0.372
H -2.2855 3.2001 -2.2871 0.347
C -1.2402 -1.5918 -0.4381 0.144
C -1.7704 -2.1018 0.8831 0.770
C -1.6463 -3.4774 1.0512 -0.621
C -2.1554 -4.0930 2.1831 -0.888
C -2.7934 -3.3249 3.1623 -0.592
C -2.8742 -1.9414 3.0134 -1.173
C -2.3537 -1.3196 1.8728 0.192
C -2.0922 -0.6486 -1.2143 1.531
C -1.7375 -0.4962 -2.5629 -0.788
C -2.6665 -0.0120 -3.4816 -0.599
C -3.9374 0.3916 -3.0462 -0.719
C -4.2716 0.2877 -1.6995 -0.662
C -3.3774 -0.2801 -0.7969 -0.555
H -1.2818 -2.4919 -1.1056 0.269
H -1.1585 -4.0595 0.2593 0.331
H -2.0491 -5.1678 2.2954 0.406
H -3.2145 -3.8137 4.0497 0.364
H -3.3508 -1.3296 3.7697 0.424
H -2.4042 -0.2311 1.7702 0.299
H -0.7527 -0.8331 -2.8788 0.365
H -2.3891 0.0468 -4.5332 0.398
H -4.6676 0.7563 -3.7730 0.371
H -5.2516 0.5967 -1.3311 0.486
H -3.7129 -0.4270 0.2229 0.350
```